*1*
Entry from OMol25: a 8-piece molecular cluster, C5H24NO8 overall (ωB97M-V with the def2-TZVPD basis set).

Kohn-Sham gap ... 9.0 eV
LUMO ... 3.06 eV
Net charge ... -1
Multiplicity ... 1

CARTESIAN COORDINATES (ANGSTROEM)
H (-3.435, -1.173, 2.892)
O (-0.713, 0.901, -3.183)
N (-0.090, -2.521, -1.484)
H (-1.840, -3.343, 0.331)
H (-0.171, 2.181, 1.734)
C (-0.331, -0.331, -0.319)
H (-2.710, -0.379, 0.700)
H (-2.446, -2.720, 2.638)
H (-1.767, 3.489, -1.873)
H (3.243, 2.212, 1.428)
H (2.192, 1.742, 2.383)
H (0.184, 0.715, 2.135)
H (-0.009, 0.762, -2.523)
H (1.501, 2.704, -0.020)
O (2.340, -0.068, 1.307)
H (-2.514, -2.421, -0.937)
H (0.127, -2.233, 0.557)
H (-1.305, 1.619, -2.965)
H (3.065, -2.209, -0.333)
C (-2.689, -1.434, 0.959)
H (-0.400, 0.198, 0.636)
H (-0.479, 3.557, -1.188)
C (-2.905, -1.834, 2.212)
O (0.792, 2.651, -0.672)
H (0.910, -2.574, -1.648)
C (-0.478, -1.849, -0.257)
H (-0.395, -2.048, -2.330)
O (-0.071, 1.575, 2.478)
O (2.856, 2.441, 2.278)
H (2.165, -1.094, -0.986)
C (-1.938, -2.311, -0.015)
H (0.895, 1.667, -0.961)
H (-1.145, 0.101, -0.910)
O (2.828, -1.812, -1.181)
H (1.865, 0.017, 0.423)
O (0.892, 0.091, -0.917)
H (3.196, -0.441, 1.079)
O (-1.221, 4.173, -1.466)

Atom charges from the natural (NBO) analysis, given in e for atoms 1 to 8: number 1, H, carries 0.19; number 2, O, carries -0.98; number 3, N, carries -0.86; number 4, H, carries 0.20; number 5, H, carries 0.49; number 6, C, carries -0.09; number 7, H, carries 0.21; number 8, H, carries 0.19

*2*
Entry from OMol25: a 7-piece molecular cluster, C5H24NO8 overall (ωB97M-V with the def2-TZVPD basis set).

Kohn-Sham gap ... 8.2 eV
LUMO ... 3.02 eV
Net charge ... -1
Multiplicity ... 1

CARTESIAN COORDINATES (ANGSTROEM)
H (-0.073, -0.024, 0.246)
O (-0.296, -0.367, -2.046)
C (0.922, 1.576, 1.877)
H (-0.472, -0.790, -3.898)
C (0.959, -0.240, -1.559)
H (-3.038, -0.081, 2.355)
H (4.026, 1.616, 0.918)
H (2.249, -1.615, 0.001)
O (4.423, 1.050, 1.669)
O (-1.956, 1.399, -1.077)
H (2.751, 1.984, 2.972)
H (-3.780, -0.412, 0.271)
H (-0.268, 0.525, -4.035)
H (1.542, -1.011, -1.979)
H (0.491, 1.025, 2.634)
H (2.219, 3.249, 1.891)
O (-2.422, -0.733, 2.261)
H (1.182, -2.081, 1.693)
O (-2.026, -1.569, -0.187)
H (-1.316, -2.125, -0.066)
C (1.878, 2.482, 2.547)
O (0.536, -2.681, -0.157)
H (-1.759, -1.033, -0.878)
H (1.418, 0.826, -1.851)
H (1.352, 2.981, 3.370)
H (-1.914, -0.754, 1.444)
H (3.851, 0.272, 1.715)
C (0.910, -0.330, 0.119)
H (0.155, 2.052, 1.263)
H (-1.278, 0.650, -1.298)
O (-0.629, -0.133, -4.522)
H (-3.914, 0.345, -0.957)
N (1.695, 0.671, 0.922)
H (0.387, -2.377, -1.149)
C (1.275, -1.699, 0.547)
H (-1.922, 1.621, -0.202)
H (2.250, 1.175, 0.251)
O (-4.088, 0.353, 0.015)

Atom charges from the natural (NBO) analysis, given in e for atoms 1 to 8: number 1, H, carries 0.17; number 2, O, carries -0.97; number 3, C, carries -0.21; number 4, H, carries 0.48; number 5, C, carries -0.03; number 6, H, carries 0.47; number 7, H, carries 0.46; number 8, H, carries 0.16

List of relative energies, unit kJ/mol: *1* 0.0; *2* 304.7

*1*
Entry from OMol25: an isolated molecule of C4H7NOS2 (ωB97M-V with the def2-TZVPD basis set).

Kohn-Sham gap ... 7.9 eV
LUMO ... -0.96 eV
Multiplicity ... 1
SMILES ... CCC(=S)C(=O)NS

CARTESIAN COORDINATES (ANGSTROEM)
O (0.417, -1.813, -0.809)
H (-2.640, 1.141, 0.422)
N (-1.486, -0.569, -0.638)
C (2.973, -0.767, 0.400)
H (-1.830, -1.416, -1.035)
H (3.427, -0.396, -0.481)
C (0.707, 0.379, -0.036)
H (2.434, 1.137, 1.061)
H (3.709, -0.746, 1.174)
H (2.599, -1.775, 0.198)
H (1.478, -0.105, 1.862)
C (-0.104, -0.784, -0.480)
C (1.870, 0.175, 0.895)
S (0.301, 1.850, -0.519)
S (-2.475, -0.186, 0.710)

Atom charges from the natural (NBO) analysis, given in e for atoms 1 to 8: number 1, O, carries -0.54; number 2, H, carries 0.12; number 3, N, carries -0.76; number 4, C, carries -0.60; number 5, H, carries 0.40; number 6, H, carries 0.21; number 7, C, carries -0.17; number 8, H, carries 0.23

*2*
Entry from OMol25: C4H7NOS2 as an isolated structure (ωB97M-V with the def2-TZVPD basis set).

Kohn-Sham gap ... 7.8 eV
LUMO ... -1.31 eV
Multiplicity ... 1

CARTESIAN COORDINATES (ANGSTROEM)
C (-2.231, 0.054, -0.803)
H (-2.032, -0.662, -1.856)
H (-1.907, 2.622, 0.162)
N (-0.880, -1.702, 1.056)
C (-1.658, -0.533, 0.625)
H (-0.505, -2.139, 0.231)
H (-2.483, -0.236, 1.201)
H (-0.090, 0.017, 2.016)
S (1.482, 1.505, 0.423)
O (-1.615, 1.538, -0.979)
S (1.530, -1.170, -0.929)
H (-3.645, 0.147, -0.598)
H (0.401, 1.542, 1.279)
C (0.967, -0.173, 0.100)
C (-0.221, -0.518, 1.093)

Atom charges from the natural (NBO) analysis, given in e for atoms 1 to 8: number 1, C, carries -0.11; number 2, H, carries 0.24; number 3, H, carries 0.41; number 4, N, carries -0.55; number 5, C, carries -0.12; number 6, H, carries 0.37; number 7, H, carries 0.20; number 8, H, carries 0.20

List of relative energies, unit kJ/mol: *1* 0.0; *2* 723.2

*1*
Entry from OMol25: an isolated molecule of C4H7NOS2 (ωB97M-V with the def2-TZVPD basis set).

Kohn-Sham gap ... 9.6 eV
LUMO ... 0.55 eV
Multiplicity ... 1
SMILES ... SC[C@@H]1CSC=NO1

CARTESIAN COORDINATES (ANGSTROEM)
C (0.287, -0.118, 0.646)
H (3.255, -0.529, 0.388)
S (2.802, 0.300, -0.543)
C (-1.641, 1.344, -0.690)
H (0.664, 0.083, -1.494)
C (1.121, -0.379, -0.618)
H (-1.529, -0.771, 1.635)
N (-0.749, 1.955, -0.019)
H (1.153, -1.463, -0.809)
H (-2.259, 1.990, -1.374)
O (0.051, 1.256, 0.867)
H (-0.864, -1.992, 0.522)
C (-1.035, -0.899, 0.655)
S (-2.104, -0.356, -0.696)
H (0.848, -0.420, 1.529)

Atom charges from the natural (NBO) analysis, given in e for atoms 1 to 8: number 1, C, carries 0.06; number 2, H, carries 0.11; number 3, S, carries 0.00; number 4, C, carries -0.17; number 5, H, carries 0.24; number 6, C, carries -0.56; number 7, H, carries 0.24; number 8, N, carries -0.12

*2*
Entry from OMol25: C4H7NOS2 as an isolated structure (ωB97M-V with the def2-TZVPD basis set).

Kohn-Sham gap ... 8.5 eV
LUMO ... 0.58 eV
Multiplicity ... 1

CARTESIAN COORDINATES (ANGSTROEM)
H (-2.471, -1.266, 0.961)
H (1.578, -0.984, -1.820)
S (-2.556, 0.076, 0.892)
H (0.345, 0.575, 1.988)
C (-0.899, 0.406, 0.320)
C (0.291, -0.036, 1.169)
N (0.962, -0.711, -1.026)
S (-0.558, 2.078, -0.089)
O (-1.000, -0.698, -2.306)
H (-1.342, 2.306, -1.178)
H (2.226, -0.859, 0.576)
C (-0.267, -0.475, -1.400)
H (0.218, -1.007, 1.697)
H (1.968, 0.768, 0.042)
C (1.504, -0.173, 0.174)

Atom charges from the natural (NBO) analysis, given in e for atoms 1 to 8: number 1, H, carries 0.12; number 2, H, carries 0.41; number 3, S, carries 0.04; number 4, H, carries 0.22; number 5, C, carries -0.46; number 6, C, carries -0.46; number 7, N, carries -0.63; number 8, S, carries -0.01

List of relative energies, unit kJ/mol: *1* 59.8; *2* 0.0

*1*
Entry from OMol25: an isolated molecule of C11H12ClNO (ωB97M-V with the def2-TZVPD basis set).

Kohn-Sham gap (spin up / spin down) ... 6.9 / 6.1 eV
LUMO (spin up / spin down) ... 0.55 / -0.08 eV
Multiplicity ... 1

CARTESIAN COORDINATES (ANGSTROEM)
Cl (3.180, 2.121, 0.197)
C (1.793, -2.926, -0.437)
C (-0.325, 2.441, 0.199)
H (0.203, 2.997, 1.035)
C (0.420, -0.883, -0.477)
H (1.908, -3.939, -0.585)
C (1.614, -0.160, -0.045)
O (-0.836, 1.177, 0.923)
H (0.324, 1.464, -1.704)
N (-0.855, -0.506, -0.659)
C (0.692, 2.052, -0.936)
H (-3.032, 1.877, 0.401)
C (2.845, -2.267, 0.259)
C (0.668, -2.264, -0.786)
C (2.679, -0.929, 0.515)
H (-1.177, 2.815, -0.221)
H (-1.403, -1.254, -1.049)
H (3.330, -0.452, 1.276)
H (1.237, 2.936, -1.402)
H (3.720, -2.917, 0.605)
H (-3.711, 0.496, 0.107)
C (1.804, 1.173, -0.299)
C (-2.887, 1.013, -0.277)
H (-0.155, -2.794, -1.108)
C (-1.550, 0.431, 0.091)
H (-3.028, 1.136, -1.424)

Atom charges from the natural (NBO) analysis, given in e for atoms 1 to 8: number 1, Cl, carries -0.02; number 2, C, carries -0.24; number 3, C, carries -0.07; number 4, H, carries 0.22; number 5, C, carries 0.10; number 6, H, carries 0.20; number 7, C, carries -0.07; number 8, O, carries -0.53

*2*
Entry from OMol25: a 2-piece molecular cluster, C11H12ClNO overall (ωB97M-V with the def2-TZVPD basis set).

Kohn-Sham gap ... 8.4 eV
LUMO ... 0.57 eV
Multiplicity ... 1
SMILES ... N=C=C(O)c1ccccc1.C=C(C)Cl

CARTESIAN COORDINATES (ANGSTROEM)
O (1.947, 0.934, 1.721)
C (1.794, 0.273, 0.481)
C (-0.872, -2.140, 1.361)
C (0.837, -0.821, 0.306)
H (0.976, 0.993, 2.102)
H (-1.736, 0.208, 0.205)
C (-2.084, 1.176, -0.091)
C (2.578, 0.571, -0.586)
C (0.042, -1.103, 1.407)
H (-1.455, -2.306, 2.189)
H (0.166, -0.516, 2.338)
C (-0.848, -2.870, 0.207)
N (3.347, 0.722, -1.544)
C (-0.469, 2.981, -0.148)
C (0.768, -1.582, -0.832)
H (-0.774, 3.394, 0.892)
H (-2.937, 0.951, -0.801)
H (1.378, -1.324, -1.637)
Cl (-0.658, 1.548, -2.361)
H (-1.533, -3.770, 0.151)
H (-2.399, 1.724, 0.895)
H (-0.301, -3.304, -1.736)
H (0.312, 3.493, -0.664)
H (3.081, 1.421, -2.192)
C (-1.021, 1.967, -0.726)
C (-0.137, -2.619, -0.938)

Atom charges from the natural (NBO) analysis, given in e for atoms 1 to 8: number 1, O, carries -0.67; number 2, C, carries 0.09; number 3, C, carries -0.22; number 4, C, carries -0.09; number 5, H, carries 0.48; number 6, H, carries 0.24; number 7, C, carries -0.66; number 8, C, carries 0.39

List of relative energies, unit kJ/mol: *1* 95.3; *2* 0.0